Entry 1:
The following is a DFT calculation (the ωB97M-V functional and the def2-TZVPD basis) of 2 unconnected molecules or ions with the total composition C4H9S.

Geometry as XYZ:
```
14
C4H9S | the Open Molecules 2025 dataset | the ωB97M-V functional and the def2-TZVPD basis
C 3.123 0.971 0.649
S 3.439 -0.651 1.409
H 3.995 1.342 0.103
H 2.348 0.984 -0.113
H 2.859 1.714 1.405
C -1.418 -1.539 -0.017
C -2.272 -0.331 -0.336
C -1.817 0.810 -0.843
H -0.893 -1.902 -0.892
H -0.702 -1.216 0.732
H -2.079 -2.325 0.350
H -3.352 -0.447 -0.359
H -2.473 1.643 -1.055
H -0.758 0.948 -1.033
```

## Properties
Net charge ... -1
2S+1 ... 1
Lowest unoccupied orbital energy ... 3.50 eV

Atomic charges from the Mulliken analysis, expressed in e, are listed below:
1. C -0.702
2. S -0.773
3. H 0.217
4. H 0.085
5. H 0.182
6. C -0.908
7. C -0.005
8. C -0.683
9. H 0.274
10. H 0.278
11. H 0.284
12. H 0.268
13. H 0.246
14. H 0.237

***

Entry 2:
The following is a DFT calculation (the ωB97M-V functional and the def2-TZVPD basis) of 2 unconnected molecules or ions with the total composition C4H9S.

Geometry as XYZ:
```
14
C4H9S | the Open Molecules 2025 dataset | the ωB97M-V functional and the def2-TZVPD basis
C -1.381 2.427 0.173
S -1.452 0.665 -0.525
H -0.200 2.604 0.110
H -1.628 2.357 1.221
H -1.913 3.076 -0.582
C 2.286 -0.698 -0.491
C 1.436 -1.264 0.769
C 0.589 -2.278 0.695
H 2.366 0.351 -0.554
H 1.591 -1.064 -1.289
H 3.331 -1.187 -0.612
H 1.824 -0.831 1.703
H 0.230 -2.612 1.752
H 0.050 -2.458 -0.232
```

## Properties
Net charge ... -1
2S+1 ... 1
Lowest unoccupied orbital energy ... 4.07 eV

Atomic charges from the Mulliken analysis, expressed in e, are listed below:
1. C -0.629
2. S -0.744
3. H 0.064
4. H 0.171
5. H 0.178
6. C -0.877
7. C -0.043
8. C -0.503
9. H 0.261
10. H 0.220
11. H 0.236
12. H 0.232
13. H 0.167
14. H 0.268

***

Values for frontier orbital gap, eV, ordered as above
5.5, 6.0
Values for strongest force on any atom, eV Å⁻¹, ordered as above
1.27, 3.90
Values for relative energy (zero: lowest compared OMol25 entry of this formula, charge and spin), kJ/mol, ordered as above
87.21, 196.27